Density functional theory data (wB97M-V/def2-TZVPD) for 9 unconnected molecules or ions with the total composition C49H124N8O16 in a non-equilibrium geometry.

Output
Structure (SMILES): COC[C@H](C)N.COCCNCCOC.COCCNCCOC.COCCNCCOC.COCCNCCOC.COCCNCCOC.COCCNCCOC.COCCNCCOC.CC(C)O
Relative energy (zero: lowest compared OMol25 entry of this formula, charge and spin): 187.4 kcal/mol
F_max: 4.66 eV/A
E: -3582.5641 a.u.

Each atom is followed by the atoms it is bonded to, with distances in Å.
Atoms and positions in Å:
1 O -2.8424 1.3012 1.9241  C47 1.424, C53 1.409
2 O 3.6252 1.7020 -0.9172  C39 1.383, C65 1.397
3 O -6.2483 -0.5140 5.8479  C42 1.360, C54 1.423
4 O -6.8203 3.8616 2.6107  C58 1.439, C69 1.472
5 O 6.9527 0.3349 -4.1694  C51 1.402, C57 1.421
6 O 9.5573 -5.5750 -4.4815  C31 1.457, C63 1.392
7 O 2.7486 -4.1272 -4.5362  C50 1.385, H194 0.960
8 O 2.7466 -4.4993 -0.7634  C56 1.434, C64 1.414
9 O -6.9288 0.1169 -0.3135  C26 1.443, C48 1.370
10 O -0.6720 7.2342 0.7743  C33 1.409, C55 1.450
11 O 4.5006 -1.7987 1.5954  C27 1.450, C73 1.441
12 O 1.2616 3.8839 -4.0294  C25 1.435, C62 1.447
13 O -9.2562 -5.5623 8.3710  C36 1.430, C45 1.426
14 O 3.4035 2.7914 4.0119  C28 1.443, C66 1.353
15 O -4.7179 4.2866 -1.6658  C34 1.426, C41 1.390
16 O -1.3348 -2.4234 -3.4752  C40 1.447, C61 1.487
17 N 9.3973 -1.7891 -4.5567  C30 1.442, C72 1.499, H167 1.010
18 N -1.1937 3.3721 -2.4014  C35 1.467, C37 1.467, H193 1.010
19 N 0.9236 -2.1192 -0.9761  C46 1.435, C70 1.509, H190 1.010
20 N 0.0992 0.8338 -0.4542  C49 1.520, C67 1.400, H169 1.010
21 N -8.4023 1.3885 1.8975  C43 1.474, C44 1.502, H110 1.010
22 N -7.4922 -2.3593 7.5926  C38 1.435, C60 1.457, H158 1.010
23 N 5.6767 -4.5732 0.9474  C52 1.464, H160 1.010, H180 1.010
24 N 0.9689 4.9033 1.8199  C29 1.468, C32 1.480, H106 1.010
25 C 2.5320 3.5119 -4.5836  O12 1.435, H120 1.090, H142 1.090, H166 1.090
26 C -6.2561 -0.9836 -0.9612  O9 1.443, H107 1.090, H117 1.090, H185 1.090
27 C 5.9054 -2.1484 1.5069  O11 1.450, C52 1.589, H100 1.090, H184 1.090
28 C 2.2162 3.1762 3.2873  O14 1.443, C32 1.594, H92 1.090, H130 1.090
29 C 1.3011 5.8630 0.7603  N24 1.468, C33 1.661, H151 1.090, H181 1.090
30 C 9.2549 -3.1391 -5.0436  N17 1.442, C31 1.547, H74 1.090, H145 1.090
31 C 10.0279 -4.2160 -4.2454  O6 1.457, C30 1.547, H125 1.090, H154 1.090
32 C 2.1754 4.6287 2.6313  N24 1.480, C28 1.594, H133 1.090, H139 1.090
33 C 0.1553 6.6111 -0.1808  O10 1.409, C29 1.661, H138 1.090, H149 1.090
34 C -3.6181 3.4674 -2.0558  O15 1.426, C35 1.446, H108 1.090, H140 1.090
35 C -2.3223 4.0092 -1.7135  N18 1.467, C34 1.446, H83 1.090, H147 1.090
36 C -9.9516 -5.8302 9.5914  O13 1.430, H114 1.090, H123 1.090, H150 1.090
37 C -1.2114 3.5969 -3.8511  N18 1.467, C62 1.600, H101 1.090, H148 1.090
38 C -6.4572 -1.5567 8.1789  N22 1.435, C54 1.639, H137 1.090, H163 1.090
39 C 2.4319 1.1371 -1.3289  O2 1.383, C49 1.498, H161 1.090, H195 1.090
40 C -1.9882 -1.6686 -2.4283  O16 1.447, H99 1.090, H103 1.090, H188 1.090
41 C -6.0318 3.8403 -1.7495  O15 1.390, H84 1.090, H85 1.090, H128 1.090
42 C -5.7764 0.4855 5.0555  O3 1.360, H76 1.090, H78 1.090, H170 1.090
43 C -8.8520 1.2782 0.4977  N21 1.474, C48 1.567, H93 1.090, H97 1.090
44 C -8.9327 2.6323 2.5515  N21 1.502, C69 1.557, H141 1.090, H192 1.090
45 C -9.0542 -4.2239 7.9231  O13 1.426, C60 1.542, H105 1.090, H168 1.090
46 C 1.0226 -2.4135 -2.3772  N19 1.435, C61 1.548, H119 1.090, H186 1.090
47 C -2.2362 0.9035 0.6989  O1 1.424, C67 1.599, H113 1.090, H156 1.090
48 C -8.2887 -0.0067 -0.2002  O9 1.370, C43 1.567, H111 1.090, H136 1.090
49 C 1.4660 1.4590 -0.2302  N20 1.520, C39 1.498, H165 1.090, H197 1.090
50 C 4.0870 -3.8428 -4.3224  O7 1.385, C59 1.489, C68 1.502, H177 1.090
51 C 5.8976 0.6783 -5.0265  O5 1.402, H94 1.090, H109 1.090, H153 1.090
52 C 6.2950 -3.3209 0.5077  N23 1.464, C27 1.589, C71 1.515, H98 1.090
53 C -4.2397 1.4172 1.7847  O1 1.409, H126 1.090, H155 1.090, H187 1.090
54 C -6.3516 -0.2201 7.2360  O3 1.423, C38 1.639, H89 1.090, H196 1.090
55 C -2.0067 6.6760 0.8760  O10 1.450, H118 1.090, H131 1.090, H135 1.090
56 C 2.0510 -3.8836 0.3296  O8 1.434, C70 1.486, H104 1.090, H134 1.090
57 C 8.2608 0.4794 -4.7053  O5 1.421, C72 1.560, H81 1.090, H122 1.090
58 C -6.1620 5.1075 2.3171  O4 1.439, H95 1.090, H164 1.090, H171 1.090
59 C 4.1689 -2.3915 -3.9993  C50 1.489, H112 1.090, H182 1.090, H189 1.090
60 C -7.6569 -3.6539 8.2402  N22 1.457, C45 1.542, H96 1.090, H179 1.090
61 C -0.1252 -3.1872 -3.0705  O16 1.487, C46 1.548, H115 1.090, H152 1.090
62 C 0.1398 3.1597 -4.5881  O12 1.447, C37 1.600, H144 1.090, H191 1.090
63 C 10.0390 -6.5736 -3.6402  O6 1.392, H86 1.090, H124 1.090, H132 1.090
64 C 2.4889 -5.8755 -0.9645  O8 1.414, H127 1.090, H162 1.090, H183 1.090
65 C 4.7840 1.0313 -1.3148  O2 1.397, H79 1.090, H146 1.090, H159 1.090
66 C 3.4204 1.7052 4.8193  O14 1.353, H77 1.090, H87 1.090, H90 1.090
67 C -0.6511 1.1122 0.6950  N20 1.400, C47 1.599, H91 1.090, H178 1.090
68 C 4.8978 -4.2916 -5.5040  C50 1.502, H116 1.090, H121 1.090, H157 1.090
69 C -8.1916 3.9168 2.0784  O4 1.472, C44 1.557, H88 1.090, H143 1.090
70 C 1.9942 -2.4273 0.0412  N19 1.509, C56 1.486, H129 1.090, H174 1.090
71 C 6.0097 -3.0895 -0.9619  C52 1.515, H75 1.090, H175 1.090, H176 1.090
72 C 8.8091 -0.7610 -5.4757  N17 1.499, C57 1.560, H82 1.090, H172 1.090
73 C 4.2597 -0.4755 2.1129  O11 1.441, H80 1.090, H102 1.090, H173 1.090
74 H 9.3964 -3.1297 -6.1243  C30 1.090
75 H 4.9328 -3.2572 -0.9795  C71 1.090
76 H -5.6237 0.0763 4.0568  C42 1.090
77 H 2.9917 0.8405 4.3128  C66 1.090
78 H -6.5909 1.1905 4.8885  C42 1.090
79 H 4.6996 0.5311 -2.2796  C65 1.090
80 H 4.5525 -0.4831 3.1628  C73 1.090
81 H 8.2637 1.3971 -5.2934  C57 1.090
82 H 7.9274 -1.2401 -5.9012  C72 1.090
83 H -2.0453 3.8482 -0.6716  C35 1.090
84 H -6.3233 3.6669 -2.7854  C41 1.090
85 H -6.7859 4.3732 -1.1703  C41 1.090
86 H 11.1068 -6.7810 -3.7103  C63 1.090
87 H 2.7419 1.8797 5.6544  C66 1.090
88 H -8.2956 4.1971 1.0302  C69 1.090
89 H -5.4186 0.2471 7.5512  C54 1.090
90 H 4.3770 1.4234 5.2591  C66 1.090
91 H -0.2153 0.4199 1.4153  C67 1.090
92 H 1.9904 2.3132 2.6609  C28 1.090
93 H -8.5991 2.1827 -0.0556  C43 1.090
94 H 5.9622 0.1780 -5.9927  C51 1.090
95 H -5.1221 4.7933 2.4066  C58 1.090
96 H -7.5178 -3.5515 9.3164  C60 1.090
97 H -9.9386 1.2170 0.5589  C43 1.090
98 H 7.3845 -3.3429 0.4823  C52 1.090
99 H -2.8944 -1.2033 -2.8163  C40 1.090
100 H 6.1952 -2.4323 2.5186  C27 1.090
101 H -1.9498 3.0221 -4.4101  C37 1.090
102 H 3.2250 -0.1332 2.1300  C73 1.090
103 H -1.4752 -0.8521 -1.9202  C40 1.090
104 H 2.7087 -3.9419 1.1969  C56 1.090
105 H -9.3567 -4.3663 6.8857  C45 1.090
106 H 0.2894 5.4330 2.3470  N24 1.010
107 H -6.7309 -1.0645 -1.9390  C26 1.090
108 H -3.8141 2.5147 -1.5637  C34 1.090
109 H 5.9557 1.7233 -5.3310  C51 1.090
110 H -7.3954 1.4170 1.8249  N21 1.010
111 H -8.4792 -1.0038 0.1967  C48 1.090
112 H 4.1739 -2.1641 -2.9333  C59 1.090
113 H -2.5817 -0.0882 0.4069  C47 1.090
114 H -10.3395 -6.8404 9.4609  C36 1.090
115 H 0.2753 -3.5913 -4.0002  C61 1.090
116 H 4.5999 -3.8724 -6.4650  C68 1.090
117 H -6.3314 -2.0275 -0.6569  C26 1.090
118 H -2.5344 7.0366 1.7590  C55 1.090
119 H 2.0047 -2.8469 -2.5661  C46 1.090
120 H 3.1921 4.0044 -3.8695  C25 1.090
121 H 4.7699 -5.3656 -5.6389  C68 1.090
122 H 9.1370 0.7213 -4.1037  C57 1.090
123 H -10.7034 -5.0589 9.7589  C36 1.090
124 H 9.7094 -6.4291 -2.6113  C63 1.090
125 H 11.0602 -4.1236 -4.5829  C31 1.090
126 H -4.6495 0.4833 1.3998  C53 1.090
127 H 1.4079 -5.9391 -1.0887  C64 1.090
128 H -6.2117 2.9069 -1.2163  C41 1.090
129 H 2.9214 -2.0677 -0.4049  C70 1.090
130 H 1.3414 3.0628 3.9276  C28 1.090
131 H -2.0124 5.5887 0.7991  C55 1.090
132 H 9.5256 -7.4809 -3.9585  C63 1.090
133 H 2.2883 5.3935 3.3998  C32 1.090
134 H 1.1746 -4.3953 0.7272  C56 1.090
135 H -2.5741 6.9622 -0.0097  C55 1.090
136 H -8.6585 -0.0002 -1.2255  C48 1.090
137 H -6.7500 -1.3209 9.2021  C38 1.090
138 H -0.3336 5.7447 -0.6264  C33 1.090
139 H 3.0006 4.6674 1.9201  C32 1.090
140 H -3.6687 3.1259 -3.0897  C34 1.090
141 H -8.8673 2.4457 3.6234  C44 1.090
142 H 2.5880 4.0086 -5.5522  C25 1.090
143 H -8.5770 4.7716 2.6342  C69 1.090
144 H -0.0833 3.4122 -5.6247  C62 1.090
145 H 8.2403 -3.5052 -4.8861  C30 1.090
146 H 4.9602 0.2114 -0.6185  C65 1.090
147 H -2.1050 5.0619 -1.8942  C35 1.090
148 H -1.3820 4.6695 -3.9439  C37 1.090
149 H 0.6163 7.3876 -0.7913  C33 1.090
150 H -9.2792 -5.8290 10.4492  C36 1.090
151 H 1.7421 6.7834 1.1430  C29 1.090
152 H -0.4478 -4.0534 -2.4928  C61 1.090
153 H 4.9567 0.4875 -4.5104  C51 1.090
154 H 9.8341 -3.9886 -3.1971  C31 1.090
155 H -4.5942 2.0888 1.0028  C53 1.090
156 H -2.5139 1.6041 -0.0886  C47 1.090
157 H 5.9695 -4.1013 -5.4455  C68 1.090
158 H -7.3090 -2.1936 6.6133  N22 1.010
159 H 5.7221 1.5859 -1.2938  C65 1.090
160 H 4.7362 -4.7469 0.6225  N23 1.010
161 H 2.5326 0.0681 -1.5164  C39 1.090
162 H 2.8539 -6.4132 -0.0894  C64 1.090
163 H -5.4769 -2.0137 8.3135  C38 1.090
164 H -6.4324 5.8717 3.0458  C58 1.090
165 H 1.9402 1.3065 0.7393  C49 1.090
166 H 2.6200 2.4326 -4.7075  C25 1.090
167 H 9.3821 -1.6520 -3.5561  N17 1.010
168 H -9.7215 -3.4901 8.3754  C45 1.090
169 H -0.3456 1.3076 -1.2274  N20 1.010
170 H -4.9134 1.0733 5.3681  C42 1.090
171 H -6.2473 5.4506 1.2860  C58 1.090
172 H 9.4649 -0.4067 -6.2711  C72 1.090
173 H 4.8806 0.1970 1.5210  C73 1.090
174 H 1.7793 -1.8175 0.9186  C70 1.090
175 H 6.6137 -3.8047 -1.5203  C71 1.090
176 H 6.3585 -2.0864 -1.2073  C71 1.090
177 H 4.3227 -4.3746 -3.4006  C50 1.090
178 H -0.3499 1.9951 1.2588  C67 1.090
179 H -6.8242 -4.2749 7.9097  C60 1.090
180 H 5.6587 -4.4322 1.9473  N23 1.010
181 H 2.0506 5.4126 0.1094  C29 1.090
182 H 5.1550 -2.0405 -4.3035  C59 1.090
183 H 2.9670 -6.3751 -1.8070  C64 1.090
184 H 6.5424 -1.3150 1.2105  C27 1.090
185 H -5.1919 -0.7557 -1.0216  C26 1.090
186 H 1.0408 -1.4561 -2.8981  C46 1.090
187 H -4.6549 1.7898 2.7211  C53 1.090
188 H -2.3718 -2.2679 -1.6026  C40 1.090
189 H 3.5201 -1.6676 -4.4924  C59 1.090
190 H 0.5110 -1.2073 -0.8407  N19 1.010
191 H 0.2675 2.0793 -4.5197  C62 1.090
192 H -10.0010 2.6300 2.3354  C44 1.090
193 H -0.3043 3.7652 -2.1284  N18 1.010
194 H 2.6112 -4.9567 -4.9995  O7 0.960
195 H 2.2392 1.6711 -2.2594  C39 1.090
196 H -7.1216 0.5509 7.2611  C54 1.090
197 H 1.3924 2.5453 -0.1778  C49 1.090